Record 1
ORCA calculation (ωB97M-V/def2-TZVPD) on a molecular structure, C31H43N5O4RuS3SbSi.

Last column: Mulliken spin population.
Positions of all 89 atoms, in Å:
O (-2.190, 2.407, 1.336)  0.001
H (-2.599, -7.031, 0.225)  0.000
H (-1.851, -3.777, -2.335)  0.002
C (1.323, 5.247, -0.438)  0.000
H (-3.080, 4.187, 1.933)  0.000
C (-1.211, 0.592, 4.296)  0.001
H (2.471, 7.039, -0.185)  0.000
H (-0.348, -3.227, -1.601)  -0.004
C (-2.338, -6.346, -0.584)  0.000
Si (0.174, -0.395, 3.524)  -0.001
H (-0.110, -3.605, 0.916)  0.000
H (1.025, -1.466, 5.591)  0.000
H (-2.117, -0.011, 4.375)  0.000
O (-0.268, -1.039, 2.086)  0.046
C (2.730, 2.170, -3.823)  0.000
C (2.003, 0.162, -0.356)  -0.101
O (4.020, 1.352, -0.542)  0.000
S (-6.437, 0.196, 1.229)  0.003
C (2.359, 6.118, -0.739)  0.000
H (-4.205, 2.104, -3.482)  0.000
C (1.922, -2.200, -0.402)  0.085
H (-0.851, -5.864, -2.723)  0.000
H (-0.941, 0.934, 5.296)  0.000
N (-1.797, -3.961, -0.278)  0.014
H (5.807, 0.909, -1.500)  0.000
H (-2.152, 3.282, 3.151)  0.000
H (-2.733, -6.762, -1.513)  0.000
H (1.436, 1.551, 2.634)  0.000
S (-3.899, -1.317, -0.975)  0.009
C (-2.593, 1.585, -2.164)  -0.007
C (-0.335, -5.766, 0.558)  0.000
H (-2.020, 1.062, -2.920)  0.000
H (5.855, 0.849, 0.281)  0.000
C (3.107, 4.604, -2.460)  0.000
C (-2.784, 2.334, 0.117)  0.006
H (-3.589, -4.607, -1.107)  0.001
C (-4.026, 2.878, -0.183)  0.002
H (-0.595, -6.451, 1.367)  0.000
H (3.801, 4.372, -3.254)  0.000
H (5.725, 2.416, -0.554)  0.000
H (-1.486, -4.305, 1.737)  -0.001
C (-2.899, -4.919, -0.320)  -0.002
H (2.380, 1.200, -4.165)  0.000
H (-0.284, -2.415, 4.881)  0.000
C (-3.814, 2.169, -2.476)  0.002
C (2.050, 3.746, -2.182)  -0.001
Ru (-0.736, -0.746, 0.316)  0.887
S (-3.045, -0.964, 0.861)  0.076
C (5.433, 1.369, -0.582)  0.001
C (-0.905, -4.346, 0.813)  -0.009
C (-2.845, 3.191, 2.320)  0.001
C (3.255, 5.782, -1.739)  0.000
H (-5.495, 3.240, -1.690)  0.000
H (-3.760, 2.702, 2.660)  0.000
H (0.755, -5.750, 0.475)  0.000
C (-2.070, 1.658, -0.886)  -0.011
H (2.172, 2.189, -0.227)  0.000
C (3.403, 0.125, -0.504)  -0.015
H (2.770, 2.866, -4.664)  0.000
H (1.333, -2.488, 4.183)  0.000
H (-3.433, -4.865, 0.631)  -0.001
H (-0.847, 3.541, -0.915)  0.000
C (-1.110, -4.010, -1.566)  -0.006
H (1.383, -3.136, -0.367)  0.008
N (-0.878, -6.306, -0.688)  0.000
C (1.671, 0.711, 3.292)  0.003
H (0.623, 5.470, 0.357)  0.000
C (0.231, 1.868, -0.566)  -0.025
H (-1.450, 1.461, 3.688)  0.000
N (0.095, 3.195, -0.819)  0.000
C (-0.500, -5.420, -1.788)  0.000
C (1.165, 4.064, -1.139)  0.001
C (3.292, -2.254, -0.557)  0.000
C (1.226, -0.984, -0.289)  0.025
H (3.724, 2.060, -3.382)  0.000
N (-0.805, 1.038, -0.631)  0.020
O (1.794, 2.597, -2.850)  0.000
H (4.079, 6.442, -1.974)  0.000
H (5.125, -1.139, -0.719)  0.001
N (1.470, 1.464, -0.270)  -0.013
C (-4.530, 2.800, -1.477)  0.000
H (0.592, -5.381, -1.829)  0.000
H (-4.620, 3.340, 0.589)  0.000
C (4.053, -1.087, -0.601)  0.009
Sb (-6.153, -0.531, -0.833)  -0.006
C (0.604, -1.825, 4.650)  0.000
H (3.790, -3.212, -0.634)  0.000
H (2.017, 1.115, 4.244)  0.000
H (2.494, 0.155, 2.837)  0.000

Output
E: -97988.86122 eV
Orbital gap (alpha / beta): 6.1 / 6.0 eV
<S²>: 0.757
LUMO energy (alpha / beta): -0.0269 / -0.0279 Eh
2S+1: 2
Relative energy (zero: lowest compared OMol25 entry of this formula, charge and spin): 0.561 eV

Record 2
ORCA calculation (ωB97M-V/def2-TZVPD) on a molecular structure, C31H44BrN5PtS.

Last column: Löwdin charge in e.
Positions of all 83 atoms, in Å:
C (-1.902, 4.266, -1.092)  -0.722
H (-6.041, -2.422, 1.643)  0.073
H (-6.959, -0.177, 1.560)  0.104
H (0.167, 3.683, 3.985)  0.115
H (-3.186, -0.596, 3.214)  0.083
C (-1.827, -0.488, -2.817)  -0.075
H (-0.976, 4.748, 4.749)  0.108
C (-1.782, 0.721, 2.918)  -0.845
H (-3.418, 3.454, 0.186)  0.093
H (-0.547, -4.900, -4.455)  0.096
C (-4.282, 1.197, 3.277)  -0.177
C (3.548, -0.616, 1.907)  -0.036
H (-0.170, 6.169, 3.085)  0.105
C (3.631, -3.007, 2.028)  -0.091
C (1.387, -3.957, -1.826)  -0.023
H (2.295, -4.074, 0.738)  0.100
H (-2.709, -0.796, -0.323)  0.059
H (-4.940, -1.438, 0.685)  0.063
C (-0.623, 1.749, -0.862)  -0.344
C (-0.767, 4.229, 3.813)  -0.180
C (4.074, -1.773, 2.474)  -0.095
H (3.990, 1.078, -0.443)  0.098
S (-0.718, -0.494, 2.438)  0.650
H (-1.739, -2.221, 0.056)  0.074
C (-1.881, 3.206, 3.558)  -0.183
H (-2.241, 0.440, -2.439)  0.075
C (1.971, 1.674, 1.143)  -0.098
N (-1.159, -1.199, -1.700)  -0.327
Br (-2.730, 5.972, -1.195)  0.701
H (-6.407, -0.452, 3.191)  0.106
C (-0.424, -2.407, -2.175)  -0.195
H (-0.005, 3.776, 1.164)  0.039
C (0.728, -2.785, -1.434)  -0.229
C (-0.097, 2.792, -1.640)  -0.138
C (0.371, 4.712, 1.587)  -0.104
H (-4.804, 0.953, 4.208)  0.123
N (-3.061, 0.403, 3.223)  0.018
H (-1.093, -0.268, -3.588)  0.103
H (1.467, -5.590, -3.197)  0.102
H (1.372, 4.529, 1.987)  0.079
C (-0.560, 5.236, 2.676)  -0.240
H (0.460, 5.417, 0.761)  0.078
H (-0.273, 4.812, -2.372)  0.099
C (-2.480, 3.269, -0.326)  -0.152
H (3.090, -0.017, -1.529)  0.093
H (2.963, 2.029, 1.432)  0.090
H (0.827, 2.640, -2.187)  0.079
H (-2.634, -1.096, -3.231)  0.082
C (-2.210, -1.664, -0.750)  -0.076
C (0.924, -4.700, -2.903)  -0.098
H (-2.612, 3.649, 2.873)  0.105
H (-2.393, 2.965, 4.491)  0.120
N (-1.324, 1.987, 2.986)  0.013
H (-4.633, 0.980, 1.168)  0.103
H (-0.384, 2.061, 2.634)  0.070
H (-2.308, 1.272, 0.383)  0.055
H (-5.895, 1.825, 2.042)  0.111
H (-4.032, 2.245, 3.329)  0.081
H (-4.526, -1.880, 2.336)  0.062
C (2.670, -3.105, 1.033)  -0.021
H (-1.754, -2.857, -3.788)  0.103
C (-0.715, 4.033, -1.763)  -0.150
C (-0.199, -4.318, -3.613)  -0.103
N (1.097, -1.906, -0.451)  -0.094
C (2.591, -0.701, 0.917)  -0.212
C (-1.841, 2.040, -0.226)  -0.158
C (-5.349, -1.580, 1.686)  -0.099
C (-0.877, -3.161, -3.235)  -0.043
H (-2.925, -2.294, -1.287)  0.098
H (4.811, -1.704, 3.262)  0.097
H (4.020, -3.912, 2.477)  0.102
C (-5.222, 0.965, 2.091)  -0.191
H (-1.528, 5.483, 2.228)  0.099
H (1.417, 1.364, 2.027)  0.054
C (2.126, -1.953, 0.453)  -0.245
Pt (0.256, -0.081, -0.670)  1.096
C (-6.059, -0.316, 2.162)  -0.254
H (2.628, 1.696, -1.420)  0.069
H (2.287, -4.259, -1.313)  0.092
C (3.009, 0.841, -0.866)  -0.059
H (3.894, 0.347, 2.256)  0.106
N (2.065, 0.513, 0.236)  -0.318
H (1.446, 2.472, 0.622)  0.053

Output
E: -124436.80663 eV
Orbital gap: 7.2 eV
LUMO energy: 0.0219 Eh
2S+1: 1
Relative energy (zero: lowest compared OMol25 entry of this formula, charge and spin): 0.130 eV